Record 1
102
Properties=species:S:1:pos:R:3:forces:R:3 method="wB97M-V/def2-TZVPD" spin_multiplicity=5 total_charge=+2 gap_ev="8.265 / 5.315" e_lumo_ha="-0.1721 / -0.2937"
Pd 0.72436 -0.30507 -0.16805 -0.9439 0.1042 -0.2513
C -3.08110 -4.44971 3.46389 -0.0090 0.0047 -0.0020
C -2.76311 -3.07156 2.96478 -0.0185 0.0478 -0.0120
C -3.69549 -2.03475 3.01801 0.0722 -0.0855 -0.0048
C -3.36897 -0.78083 2.53706 0.0717 0.0327 -0.0558
C -2.08601 -0.61746 2.03423 -0.0218 -0.0569 -0.0049
Br -1.56896 1.07839 1.33309 -0.0263 -0.0589 -0.1021
N -1.17431 -1.55799 1.98258 0.0061 0.1039 0.0416
C -1.51952 -2.76861 2.42662 -0.0382 0.0491 0.0540
H -3.58422 -4.40788 4.42848 -0.0023 -0.0068 0.0303
H -2.17839 -5.04662 3.57543 0.0210 -0.0237 0.0030
H -3.74559 -4.97247 2.77505 -0.0257 -0.0227 -0.0254
H -4.67661 -2.20744 3.44023 -0.0505 -0.0203 0.0186
H -4.07216 0.03835 2.55737 0.0051 0.0225 0.0104
H -0.75610 -3.53490 2.35395 0.0529 -0.0380 0.0244
C -2.74952 4.87268 -3.32278 -0.0266 0.0391 0.0329
O -1.90263 4.23062 -4.27490 0.1418 -0.1320 0.0250
C -0.96412 3.39620 -3.82146 -0.0202 0.0358 -0.0235
C -0.12555 2.85730 -4.84148 -0.0438 0.0037 0.0890
C 0.89873 1.96872 -4.53634 -0.0189 -0.0456 -0.0046
C 1.12703 1.55306 -3.24298 -0.0084 -0.1083 0.1991
C 2.19186 0.56128 -2.92911 -0.1270 -0.0171 0.2659
C 3.42128 0.50170 -3.78365 -0.0612 -0.0571 0.0509
O 2.12322 -0.17360 -1.94530 -0.0523 0.0246 -0.3223
C 0.29527 2.12124 -2.17016 0.1492 -0.1056 0.1603
O 0.50557 1.85317 -0.96235 -0.1719 0.0799 -0.1680
C -0.75253 3.04542 -2.51497 0.1194 0.0547 -0.1119
H -3.43270 5.48778 -3.89985 0.0306 -0.0154 0.0266
H -2.16061 5.49947 -2.65167 -0.0080 0.0067 0.0055
H -3.31074 4.13413 -2.74834 -0.0184 -0.0130 0.0112
H -0.30681 3.16773 -5.86030 -0.0107 0.0120 -0.0465
H 1.50106 1.58770 -5.34763 -0.0164 -0.0028 -0.0236
H 3.25733 0.76908 -4.82218 -0.0152 -0.0137 -0.0233
H 3.85618 -0.49057 -3.71180 0.0421 -0.0500 0.0195
H 4.12981 1.22383 -3.36848 0.0177 0.0270 0.0064
H -1.32480 3.45105 -1.69569 -0.0434 0.0084 0.0419
C 1.95522 3.39125 1.64487 -0.0090 -0.0016 -0.0233
Si 3.28419 2.11775 1.36732 0.0569 -0.1685 0.0301
C 3.86953 2.13766 -0.40933 -0.0753 -0.0442 -0.0041
C 4.74086 2.37874 2.50045 -0.0595 -0.0124 -0.0628
As 2.24876 -0.02216 1.74252 0.7198 0.0269 0.1430
Si 1.68283 -0.08472 4.09502 -0.0993 0.0747 -0.1079
C 3.17044 0.55936 5.02364 -0.0546 0.0385 -0.0638
C 1.34380 -1.82984 4.64915 -0.0051 -0.0274 -0.0723
C 0.21946 1.03305 4.37787 -0.0223 -0.0402 -0.0401
Si 3.81268 -1.81234 1.36566 0.0296 0.1473 0.0626
C 4.33055 -1.84354 -0.42325 -0.0935 0.0758 -0.0445
C 2.89672 -3.38614 1.76464 0.0154 0.0130 -0.1312
C 5.30688 -1.57477 2.45450 -0.0859 -0.0300 -0.0165
H 2.30423 4.35517 1.26771 0.0076 0.0522 0.0064
H 1.71978 3.51720 2.70142 -0.0037 -0.0099 0.0460
H 1.04310 3.13137 1.10707 -0.0170 0.0080 -0.0027
H 4.63975 2.90077 -0.52456 0.0463 0.0561 0.0017
H 3.04148 2.38790 -1.07126 -0.0235 0.0067 -0.0338
H 4.28745 1.18023 -0.72012 0.0308 -0.0135 -0.0042
H 5.35031 3.18562 2.09090 0.0359 0.0624 -0.0316
H 5.37432 1.49861 2.58263 0.0684 -0.0615 0.0050
H 4.43582 2.67645 3.49888 -0.0389 -0.0030 0.1330
H 4.11523 0.39466 4.51556 0.1207 -0.0535 -0.0376
H 3.21594 0.04434 5.98525 -0.0117 -0.0022 0.0497
H 3.07824 1.62546 5.22530 0.0043 0.0777 -0.0107
H 2.27330 -2.35204 4.87425 0.0449 -0.0572 -0.0143
H 0.77171 -2.41663 3.93451 -0.0499 0.0095 -0.0272
H 0.76789 -1.77696 5.57567 -0.0156 0.0074 0.0572
H 0.21919 1.89432 3.71117 0.0021 0.0306 0.0175
H 0.25710 1.40390 5.40305 0.0096 -0.0021 0.0877
H -0.72471 0.50375 4.25064 -0.0192 -0.0068 -0.0293
H 3.48280 -1.82700 -1.10874 0.0500 -0.0477 0.0490
H 4.89459 -2.76179 -0.59872 0.0668 -0.0507 0.0196
H 4.98015 -1.00373 -0.67148 0.0407 0.0174 -0.0133
H 2.08971 -3.56150 1.05093 -0.0529 0.0187 -0.0102
H 2.47627 -3.38847 2.76302 -0.0585 -0.0147 0.1684
H 3.59255 -4.22404 1.69383 0.0321 -0.0562 -0.0235
H 5.89317 -0.71589 2.12965 0.0293 0.0514 0.0126
H 5.94849 -2.45419 2.38292 0.0421 -0.0640 -0.0333
H 5.05132 -1.44579 3.50386 -0.0185 0.0189 0.0974
O -0.86317 -1.49258 -0.85954 0.4422 0.2786 0.0731
C -1.06736 -2.27112 -1.95508 0.0334 -0.0085 0.0512
C -2.13929 -1.63232 -2.82126 -0.0076 -0.1314 -0.1152
C -2.74560 -2.06673 -3.99807 -0.0136 0.0758 -0.0271
C -3.75967 -1.20235 -4.42379 0.0442 -0.0248 0.0342
C -3.92627 -0.14434 -3.56181 0.0713 -0.0161 0.0572
S -2.85868 -0.18851 -2.23147 -0.0575 0.0590 0.0580
C -1.94512 -3.44608 -1.58485 -0.1488 -0.0479 0.0109
C -2.99964 -3.36935 -0.65884 -0.0367 -0.0332 -0.0276
C -3.71735 -4.55608 -0.56937 0.0543 0.0062 -0.0183
C -3.22720 -5.52468 -1.42480 0.0630 0.0741 -0.0088
S -1.87898 -4.99462 -2.32802 0.0208 -0.0099 -0.0440
C 0.17101 -2.68210 -2.70221 0.0227 -0.0712 -0.0409
C 1.18146 -3.44932 -2.20117 -0.0570 0.0499 -0.0048
C 2.23187 -3.65217 -3.13270 -0.0288 0.0524 -0.0941
C 1.98851 -3.03985 -4.32431 0.0066 0.0454 0.0802
S 0.49384 -2.20865 -4.31893 0.0613 0.0054 -0.0182
H -2.45548 -2.96587 -4.51777 0.0246 -0.0704 -0.0256
H -4.34285 -1.34246 -5.31824 -0.0566 -0.0084 -0.0777
H -4.62624 0.66701 -3.66532 -0.0728 0.0784 -0.0217
H -3.20054 -2.46746 -0.10182 0.0235 0.0562 0.0514
H -4.55511 -4.71945 0.08808 -0.0772 -0.0108 0.0357
H -3.58491 -6.53417 -1.53904 -0.0380 -0.0940 0.0072
H 1.16590 -3.86362 -1.20297 0.0016 -0.0067 0.0519
H 3.11408 -4.23768 -2.93155 0.0716 -0.0476 -0.0024
H 2.59625 -3.04670 -5.21217 0.0630 -0.0105 -0.0678



Record 2
137
Properties=species:S:1:pos:R:3:forces:R:3 method="wB97M-V/def2-TZVPD" total_charge=+1 gap_ev=8.752 e_lumo_ha=-0.1250
C 3.43157 2.99410 1.99614 0.4225 -0.6417 -0.4339
C 4.82667 3.15715 1.36739 0.0517 0.3973 0.6386
C 5.76267 1.96987 1.63889 -0.8297 -0.3881 -0.6262
C 5.19669 0.67411 1.04083 0.2484 0.2810 -0.7265
C 5.18369 0.64170 -0.50943 -0.4883 -0.4904 0.4835
C 4.20645 -0.47606 -0.95434 -0.0805 0.3563 -0.5566
C 3.07073 -0.03328 -1.89791 0.8580 0.3363 -0.1948
C 2.28358 1.18504 -1.39786 -0.6888 -0.5158 -0.4800
C 0.90413 0.88267 -0.78295 0.4510 0.5473 -0.4645
C -0.04805 0.32992 -1.86312 -0.4113 0.0813 1.0760
C -1.15783 -0.63936 -1.35996 0.7589 0.5392 -1.8262
N -1.04705 -1.26360 -0.01347 -0.9807 -0.3777 -0.2062
C -0.34936 -2.59203 -0.01072 0.6636 -0.0201 0.4477
C 1.08356 -2.49506 0.54366 -0.2593 0.3552 -0.4821
C 1.72981 -3.88184 0.73839 -0.4574 0.2198 0.0921
F 0.86829 -4.81015 0.18906 0.1144 -0.2052 0.1089
Br 3.40797 -4.09797 -0.19386 -0.1100 0.3525 0.0579
C 1.90994 -4.31237 2.23216 0.9007 -0.9530 -0.4967
F 2.77597 -5.34778 2.27760 -0.3571 0.1403 0.1558
F 0.74213 -4.79843 2.69118 0.0379 0.5869 0.1486
Br 2.66478 -2.92754 3.34282 -0.3175 -0.0495 0.0302
C -2.37522 -1.36212 0.37312 -0.6960 -0.2994 -0.7397
N -2.87161 -1.55797 1.55105 1.1994 -0.4113 0.3064
C -2.04707 -1.72080 2.75388 0.0144 -0.0731 0.1650
C -1.72637 -3.17488 3.13706 -0.8267 0.6210 0.7377
C -2.57938 -3.69480 4.29317 1.2439 -1.3182 0.1330
F -1.88799 -4.72462 4.86095 -0.5070 0.4300 -0.1963
F -2.74116 -2.77992 5.27496 -0.3031 -0.2624 -0.5246
F -3.75882 -4.21081 3.89832 0.1464 0.8172 0.3402
N -3.28315 -1.16255 -0.69193 -0.5568 0.6463 0.5637
C -3.62207 -2.36411 -1.45436 0.2831 -0.1286 -0.1436
C -5.13096 -2.44133 -1.68314 -1.6423 1.3107 -2.6657
O -5.67354 -1.91650 -2.65357 1.5694 -1.3855 2.8467
I -6.29737 -3.52348 -0.24152 0.3478 0.2839 -0.1050
C -2.57762 -0.08031 -1.40723 0.1628 -0.4998 0.6101
F -2.64195 0.94816 -0.46250 0.3109 0.2440 -0.2214
C -3.16802 0.39661 -2.71968 -0.0450 0.8128 0.6517
C -4.28069 1.41340 -2.41238 -0.3010 0.0322 -0.3886
C -5.08297 1.77272 -3.67570 -0.3388 0.6273 0.2191
C -5.71056 3.14166 -3.47235 -1.6720 1.0902 2.2510
O -6.25420 3.45667 -2.41108 1.4556 -0.6840 -2.1320
O -5.69532 4.01640 -4.53178 0.7894 -1.0635 -0.0295
H 2.78971 2.36465 1.37269 -0.1041 0.1248 0.0050
H 2.93486 3.94905 2.15241 -0.0163 -0.0244 0.0991
H 3.55590 2.44391 2.93367 -0.2094 0.3054 0.1875
H 4.77476 3.37874 0.30280 -0.1224 -0.0282 -0.0434
H 5.26746 4.04387 1.83537 0.1321 -0.0169 -0.1484
H 5.83137 1.83947 2.72137 0.4495 0.1069 -0.0225
H 6.72485 2.16105 1.16100 0.2292 0.0477 0.4211
H 5.75713 -0.21541 1.34145 -0.0053 0.1001 0.3402
H 4.16316 0.54380 1.37844 0.0495 -0.0415 0.1125
H 6.17588 0.41440 -0.90449 0.0778 0.1410 0.1374
H 4.89515 1.60477 -0.92616 0.0079 0.0275 0.0321
H 4.77743 -1.24357 -1.47904 -0.1234 -0.2743 0.2189
H 3.74700 -0.90624 -0.06278 0.1344 -0.2652 0.0583
H 3.53276 0.24227 -2.86638 -0.2690 -0.4116 0.4692
H 2.43718 -0.89790 -2.12856 -0.1355 0.0841 0.1100
H 2.89513 1.81401 -0.75214 -0.0904 -0.1064 0.1506
H 2.07405 1.79868 -2.27552 -0.0786 0.1376 0.0935
H 0.96141 0.26779 0.11353 0.0370 -0.1800 -0.0393
H 0.51274 1.85580 -0.48014 -0.1369 -0.1784 0.3231
H 0.46226 -0.14554 -2.69892 0.2430 -0.0776 0.1897
H -0.55787 1.19754 -2.28805 0.0290 -0.0619 -0.0864
H -1.17150 -1.42616 -2.12886 -0.0520 -0.2363 0.3002
H -0.93768 -3.31022 0.55386 -0.0316 0.0367 0.0497
H -0.27467 -2.96874 -1.03167 -0.3329 0.0987 -0.0500
H 1.06712 -1.87437 1.43806 0.1946 -0.2687 0.1634
H 1.65679 -1.94274 -0.19863 0.1850 0.0565 0.1129
H -3.88088 -1.59262 1.65311 -0.0498 0.0597 -0.1700
H -2.57381 -1.21285 3.56098 -0.0349 -0.0786 -0.0376
H -1.11013 -1.18054 2.62429 -0.0936 0.0739 -0.3829
H -0.71239 -3.18467 3.52486 0.0736 -0.2278 -0.1564
H -1.85988 -3.88858 2.32849 0.2448 0.0178 -0.0558
H -3.23995 -3.26449 -0.96918 -0.2398 0.0195 0.1335
H -3.13385 -2.31151 -2.43064 -0.2485 -0.0777 -0.0415
H -3.51302 -0.40497 -3.36837 0.0053 -0.1584 0.1772
H -2.39265 0.95374 -3.24928 0.1187 -0.3099 -0.1316
H -3.86545 2.34477 -2.03015 0.2798 -0.1817 0.1178
H -4.93777 1.05317 -1.62067 -0.1219 -0.0431 -0.1332
H -4.46058 1.81280 -4.56918 -0.0851 -0.2479 -0.0421
H -5.92447 1.08642 -3.79002 0.1798 -0.1832 -0.3389
H -5.27649 4.84061 -4.26160 -0.4683 0.2989 0.1991
C -8.97453 -0.55228 -1.26222 -0.1323 0.0380 -0.0311
Cl -8.57845 0.09425 0.33554 0.0791 0.0023 0.0201
Cl -10.27003 -1.74057 -1.14596 0.0534 -0.0178 0.0050
Cl -9.41525 0.75132 -2.36516 0.0642 0.0010 0.0183
H -8.09515 -1.04706 -1.65603 0.0070 0.0048 -0.0035
C 9.56329 -0.96861 1.44988 -0.1202 0.1166 -0.0469
Cl 8.20951 -2.10381 1.42738 0.0224 -0.0158 -0.0281
Cl 9.77573 -0.23393 -0.13941 0.0247 -0.0271 0.0141
Cl 9.31535 0.26769 2.68386 0.0005 -0.0411 0.0021
H 10.46252 -1.51789 1.69560 -0.0123 -0.0093 0.0029
C 0.44348 5.35591 -0.16351 0.1326 0.1069 0.1363
Cl -0.11502 4.18658 1.03517 -0.0523 0.0058 -0.0440
Cl 1.44586 6.58971 0.58946 -0.0284 -0.0344 -0.0363
Cl 1.32903 4.54388 -1.46498 -0.0970 -0.0524 -0.0005
H -0.42362 5.83717 -0.59611 0.0042 -0.0215 -0.0215
C 6.99376 -3.35489 5.47014 0.1448 0.0706 -0.0203
Cl 7.96466 -2.63084 6.74885 -0.0491 -0.0271 -0.0014
Cl 6.05504 -2.10881 4.62873 0.0227 -0.0402 -0.0065
Cl 8.01561 -4.24444 4.33996 -0.0944 -0.0085 0.0536
H 6.30107 -4.05349 5.92008 -0.0170 0.0173 -0.0073
C -5.51614 -1.61981 5.62416 -0.2415 -0.1118 0.3631
Cl -6.90997 -2.68992 5.70107 0.2038 0.1667 -0.0720
Cl -5.34657 -0.95932 3.98013 0.0464 0.0907 -0.1758
Cl -5.64830 -0.31587 6.79627 0.0460 -0.0012 -0.0851
H -4.62855 -2.19306 5.85160 -0.1334 0.0947 -0.0561
C 9.75681 -1.04271 -4.22338 -0.0196 0.0795 -0.0449
Cl 10.54022 0.37014 -3.51547 0.0066 -0.0084 -0.0159
Cl 8.07978 -1.16307 -3.67905 -0.0092 -0.0212 0.0337
Cl 9.83964 -0.98978 -5.98302 0.0065 -0.0216 0.0373
H 10.28377 -1.92528 -3.88584 -0.0123 0.0011 0.0098
C -10.88944 3.50503 0.36683 -0.0535 0.0373 -0.0023
Cl -10.47705 4.14590 1.95916 0.0352 -0.0354 -0.0107
Cl -12.20086 2.33088 0.48658 0.0502 -0.0353 -0.0175
Cl -11.31773 4.81049 -0.73856 0.0312 -0.0355 -0.0082
H -10.01862 2.99807 -0.02952 -0.0039 -0.0020 -0.0021
C 4.54568 4.08886 -3.30534 0.0283 0.0915 -0.0679
Cl 5.79139 4.32841 -2.08764 -0.1304 -0.1766 -0.0180
Cl 5.00711 4.86000 -4.82258 -0.0698 -0.0062 0.0316
Cl 4.21487 2.36995 -3.53869 0.3534 0.3644 -0.3782
H 3.62516 4.54093 -2.95239 0.1379 0.0757 -0.0348
C -10.68782 -3.70889 4.63482 -0.1215 0.0064 0.0677
Cl -11.44700 -2.66318 5.83203 0.0462 0.0051 -0.0345
Cl -9.33261 -4.59323 5.34946 -0.1467 -0.1726 -0.0400
Cl -11.86115 -4.82555 3.94086 0.0480 0.0203 -0.0194
H -10.30068 -3.08631 3.83871 0.0156 -0.0049 0.0084
C 8.44056 7.57092 -0.81461 0.0648 -0.0459 -0.0811
Cl 7.31411 7.22416 -2.12685 0.1015 0.2239 0.0234
Cl 8.51381 6.20986 0.31090 -0.0307 0.0121 0.0179
Cl 10.04288 7.94625 -1.44487 -0.0345 0.0112 0.0294
H 8.07758 8.43572 -0.27543 -0.0002 -0.0125 0.0112
C -2.59598 -2.36232 -6.23002 0.1496 0.0537 -0.0219
Cl -3.27080 -3.22570 -4.84016 -0.0200 -0.1161 -0.0981
Cl -2.75491 -0.62033 -5.99494 0.0167 -0.0019 -0.1592
Cl -0.91581 -2.80957 -6.49574 -0.0658 0.0050 0.0352
H -3.16762 -2.64222 -7.10541 -0.0293 0.0030 0.0240



| no. | F_max (eV/Å) |
| --- | --- |
| 1 | 0.982 |
| 2 | 3.534 |